(A)
{"formula": "C6H6O2", "method": "ωB97M-V/def2-TZVPD", "orbital_gap_ev": 9.29, "spin_multiplicity": 1, "e_homo_ev": -8.312, "smiles": "O=CCc1ccco1", "elements": ["O", "C", "C", "C", "C", "C", "C", "O", "H", "H", "H", "H", "H", "H"], "coordinates": [[2.368, 1.297, -0.591], [2.538, 0.137, -0.353], [1.098, -0.966, -0.080], [-0.190, -0.297, 0.082], [-1.038, -0.060, 1.135], [-2.156, 0.620, 0.534], [-1.925, 0.696, -0.816], [-0.664, 0.138, -1.106], [3.575, -0.274, -0.244], [1.283, -1.631, -0.994], [1.322, -1.414, 0.839], [-0.857, -0.483, 2.072], [-2.832, 1.085, 1.183], [-2.522, 1.152, -1.660]], "nbo_charge": [-0.50, 0.44, -0.51, 0.27, -0.31, -0.30, 0.08, -0.41, 0.12, 0.24, 0.22, 0.23, 0.23, 0.22]}

(B)
{"formula": "C6H6O2", "method": "ωB97M-V/def2-TZVPD", "orbital_gap_ev": 8.50, "spin_multiplicity": 1, "e_homo_ev": -8.059, "smiles": "O=CC1=COCC=C1", "elements": ["O", "C", "C", "C", "O", "C", "C", "C", "H", "H", "H", "H", "H", "H"], "coordinates": [[-1.405, -2.335, 0.985], [-0.303, -2.029, 0.665], [0.018, -0.632, 0.205], [-0.924, 0.342, 0.075], [-0.796, 1.568, -0.254], [0.487, 2.063, -0.639], [1.556, 1.071, -0.643], [1.384, -0.279, -0.310], [0.511, -2.767, 0.720], [-1.919, 0.076, 0.418], [0.298, 2.403, -1.675], [0.806, 2.947, -0.003], [2.503, 1.366, -1.083], [2.100, -1.108, -0.352]], "nbo_charge": [-0.54, 0.42, -0.35, 0.29, -0.44, -0.11, -0.25, -0.18, 0.11, 0.20, 0.19, 0.20, 0.22, 0.22]}

Most stable: (B). Least stable: (A).

(A)
{"formula": "C7H15N4", "method": "ωB97M-V/def2-TZVPD", "orbital_gap_ev": [6.58, 7.96], "total_charge": 1, "spin_multiplicity": 1, "e_homo_ev": [-11.130, -11.619], "elements": ["C", "C", "C", "C", "C", "C", "C", "N", "N", "N", "N", "H", "H", "H", "H", "H", "H", "H", "H", "H", "H", "H", "H", "H", "H", "H"], "coordinates": [[0.128, 1.733, 2.651], [-0.701, 1.157, 1.670], [2.037, 0.410, -0.804], [0.678, -1.324, 0.477], [0.015, -0.631, -1.875], [-0.917, 1.508, 0.361], [0.810, -0.374, -0.655], [-0.069, 1.122, 3.779], [-1.341, 0.131, 2.206], [-0.946, 0.163, 3.518], [-1.972, 0.792, -0.419], [0.631, 2.797, 2.687], [2.467, 0.664, 0.247], [2.085, 1.210, -1.604], [2.846, -0.221, -1.044], [-0.231, -0.992, 1.194], [1.601, -1.586, 1.067], [0.427, -2.408, 0.262], [0.596, -1.224, -2.575], [0.002, 0.381, -2.439], [-1.023, -1.054, -1.518], [-0.484, 2.381, -0.190], [-1.232, -0.654, 4.101], [-2.315, 0.035, 0.317], [-1.540, 0.326, -1.324], [-2.718, 1.527, -0.548]], "nbo_charge": [-0.08, 0.00, -0.72, -0.77, -0.72, -0.12, 0.24, -0.16, -0.33, -0.18, -0.77, 0.25, 0.26, 0.24, 0.26, 0.28, 0.26, 0.26, 0.29, 0.24, 0.22, 0.24, 0.43, 0.48, 0.46, 0.45]}

(B)
{"formula": "C7H15N4", "method": "ωB97M-V/def2-TZVPD", "orbital_gap_ev": 8.68, "total_charge": 1, "spin_multiplicity": 1, "e_homo_ev": -12.892, "smiles": "[H]/N=C(/C=N/[H])[C@H]1N(C)CC[N@@H+]1C", "elements": ["H", "N", "C", "C", "N", "H", "C", "N", "C", "C", "C", "N", "C", "H", "H", "H", "H", "H", "H", "H", "H", "H", "H", "H", "H", "H"], "coordinates": [[0.583, 1.849, -2.565], [1.001, 0.993, -2.842], [0.982, 0.150, -1.832], [1.686, -1.089, -1.969], [1.766, -1.876, -0.990], [2.103, -2.832, -1.094], [0.105, 0.565, -0.558], [-1.128, -0.028, -0.752], [-2.311, 0.917, -0.885], [-1.331, -1.094, 0.241], [-0.398, -0.598, 1.464], [0.695, -0.204, 0.640], [1.704, 0.557, 1.370], [2.176, -1.488, -2.950], [0.030, 1.623, -0.206], [-2.020, 1.898, -1.183], [-2.865, 0.442, -1.705], [-2.934, 0.923, -0.007], [-0.802, -2.040, -0.020], [-2.398, -1.135, 0.649], [-0.819, 0.342, 1.874], [-0.300, -1.492, 2.100], [1.062, -1.120, 0.087], [2.171, -0.305, 1.965], [2.263, 1.011, 0.632], [1.124, 1.207, 2.033]], "nbo_charge": [0.34, -0.46, 0.16, 0.14, -0.64, 0.41, 0.10, -0.47, -0.41, -0.22, -0.26, -0.44, -0.40, 0.24, 0.23, 0.21, 0.23, 0.20, 0.21, 0.25, 0.21, 0.25, 0.46, 0.23, 0.22, 0.22]}

Most stable: (B). Least stable: (A).

(A)
{"formula": "C3H3Br2O2", "method": "ωB97M-V/def2-TZVPD", "orbital_gap_ev": [7.32, 7.32], "total_charge": -1, "spin_multiplicity": 1, "e_homo_ev": [-4.853, -4.854], "elements": ["C", "C", "C", "O", "O", "Br", "Br", "H", "H", "H"], "coordinates": [[-1.517, 0.854, 2.073], [0.053, 0.268, 0.122], [-1.383, 0.616, 0.416], [-1.057, 1.977, 2.135], [-1.990, -0.025, 2.731], [-2.081, 1.976, -0.684], [-3.214, -1.436, -0.445], [0.013, -0.132, -0.992], [0.616, 1.151, 0.235], [0.353, -0.500, 0.790]], "nbo_charge": [0.75, -0.76, 0.11, -0.66, -0.64, 0.10, -0.62, 0.23, 0.25, 0.23]}

(B)
{"formula": "C3H3Br2O2", "method": "ωB97M-V/def2-TZVPD", "orbital_gap_ev": 8.18, "total_charge": -1, "spin_multiplicity": 1, "e_homo_ev": -4.893, "elements": ["C", "C", "C", "O", "O", "Br", "Br", "H", "H", "H"], "coordinates": [[1.227, -0.597, 0.508], [-0.489, 0.925, -0.533], [-0.273, -0.395, 0.097], [1.689, -1.705, 0.159], [1.655, 0.370, 1.133], [-1.471, -0.384, 1.660], [-1.043, -1.901, -0.909], [-1.436, 1.130, -1.107], [-0.253, 1.596, 0.195], [0.394, 0.962, -1.201]], "nbo_charge": [0.70, -0.68, -0.14, -0.73, -0.73, -0.06, -0.03, 0.21, 0.24, 0.22]}

Most stable: (B). Least stable: (A).

(A)
{"formula": "C4H4IN", "method": "ωB97M-V/def2-TZVPD", "orbital_gap_ev": [8.59, 8.60], "spin_multiplicity": 1, "e_homo_ev": [-8.714, -8.724], "smiles": "IC1=NCC=C1", "elements": ["I", "C", "N", "C", "C", "C", "H", "H", "H", "H"], "coordinates": [[1.386, -3.009, 0.439], [0.557, -1.156, 0.314], [1.447, 0.176, 0.090], [0.469, 1.212, -0.051], [-0.879, 0.618, 0.005], [-0.801, -0.751, 0.109], [0.463, 1.329, -1.125], [0.622, 2.020, 0.603], [-1.702, 1.174, -0.306], [-1.563, -1.612, -0.078]], "nbo_charge": [0.26, -0.05, -0.38, -0.35, -0.13, -0.33, 0.28, 0.25, 0.21, 0.24]}

(B)
{"formula": "C4H4IN", "method": "ωB97M-V/def2-TZVPD", "orbital_gap_ev": [6.51, 7.48], "spin_multiplicity": 1, "e_homo_ev": [-7.424, -7.575], "elements": ["C", "C", "C", "C", "N", "I", "H", "H", "H", "H"], "coordinates": [[-2.630, -0.364, 0.460], [-0.085, 0.054, 0.041], [-0.716, -1.340, -0.142], [-0.946, 1.163, 0.016], [-1.988, -1.379, 0.111], [-4.502, 0.128, -0.163], [0.037, 0.120, 1.163], [0.920, 0.252, -0.405], [-0.324, -2.310, -0.334], [-0.703, 2.165, 0.149]], "nbo_charge": [-0.03, -0.64, -0.01, -0.06, -0.46, 0.22, 0.34, 0.26, 0.21, 0.17]}

Most stable: (A). Least stable: (B).